Here is 2 unconnected molecules or ions with the total composition C28H32I3N5O3S from OMol25. Energies are from ωB97M-V/def2-TZVPD.

Its max |F| is 3.01 eV Å⁻¹. The molecular weight is 899.38 g/mol. The value obtained for the energy above the lowest of the compared OMol25 structures with the same formula, charge and spin is 0.00 kJ/mol. As for the HOMO-LUMO gap: 4.5 eV.

Geometry as ORCA input:
```
! RIJCOSX wB97M-V def2-TZVPD def2/J DEFGRID3
* xyz 2 1
C -1.28281 -1.60074 2.85659
C -2.74243 -1.02449 2.62550
C -2.88025 0.52109 2.89280
I -1.80027 0.92634 4.77095
C -2.35602 1.43259 1.75208
C -2.73458 2.74195 1.68730
C -3.68233 3.42233 2.71145
I -2.89355 5.39134 3.20170
C -5.19917 3.41802 2.30593
C -5.66484 4.60670 1.39935
I -6.47731 3.48633 4.09162
C -2.15356 3.62650 0.54055
O -2.75334 4.49708 -0.03058
C -0.70013 3.32429 0.06330
C 0.24127 4.44560 -0.49308
C 1.68186 4.45034 0.18015
S 2.22880 6.19963 0.41682
C 1.42918 6.65710 1.98121
N 2.09061 6.52125 3.12475
N 1.26445 6.92289 4.13994
C 0.13300 7.28109 3.53813
O 0.15156 7.12882 2.16843
C -0.32268 2.01623 0.12484
N 0.96363 1.52533 -0.28042
C -1.36395 0.98020 0.65086
O -1.34737 -0.12010 0.12510
H -1.07921 -1.86996 3.91674
H -0.48771 -0.91888 2.45962
H -1.18974 -2.56066 2.26777
H -3.40402 -1.60847 3.31632
H -2.98560 -1.27432 1.55846
H -3.96292 0.70821 3.11246
H -3.60598 2.84330 3.66881
H -5.51769 2.47803 1.78206
H -6.77472 4.48286 1.25936
H -5.22444 4.61365 0.37618
H -5.55068 5.61237 1.88032
H 0.39519 4.18259 -1.58094
H -0.23989 5.44975 -0.49472
H 1.63095 3.86633 1.12791
H 2.39166 3.93918 -0.51259
H -0.81263 7.65201 3.98240
H 0.82997 0.62960 -0.76739
H 1.32900 2.14376 -1.01118
C 1.70009 -1.19408 0.93484
N 1.96883 -2.23677 -0.08210
C 1.17056 -3.31613 -0.13293
C 1.36321 -4.29068 -1.09225
C 2.38863 -4.16051 -2.02636
C 3.21005 -3.03903 -1.92818
C 2.98343 -2.09185 -0.94891
C 2.59426 -5.15409 -3.10506
C 2.55627 -4.76768 -4.44325
C 2.79668 -5.68913 -5.44295
N 3.07419 -6.96814 -5.14059
C 3.09507 -7.38120 -3.86087
C 2.85588 -6.49533 -2.83005
C 3.37914 -7.93948 -6.21718
H 1.72442 -1.66549 1.91637
H 0.71747 -0.77740 0.72515
H 2.45520 -0.41512 0.87657
H 0.37251 -3.37757 0.59718
H 0.68916 -5.13910 -1.11546
H 4.03736 -2.89238 -2.61274
H 3.60392 -1.21021 -0.85540
H 2.33635 -3.74367 -4.72166
H 2.77764 -5.41149 -6.48876
H 3.31868 -8.42525 -3.68145
H 2.90036 -6.85899 -1.81018
H 2.67764 -8.76789 -6.13696
H 4.40425 -8.27964 -6.07704
H 3.27747 -7.45877 -7.18667
*
```

Atom charges from the Löwdin analysis, given in e for atoms 1 to 2:
1. C -0.1951
2. C -0.2857

=====

Here is a molecular structure, C55H57IrN3O3P3Si2 from OMol25. Energies are from ωB97M-V/def2-TZVPD.

Its max |F| is 0.52 eV Å⁻¹. The expectation value of S² is 0.7559. The molecular weight is 1149.39 g/mol. The value obtained for the energy above the lowest of the compared OMol25 structures with the same formula, charge and spin is 17.56 kJ/mol. As for the HOMO-LUMO gap (spin up / spin down): 7.1 / 6.5 eV.

Geometry as ORCA input:
```
! RIJCOSX wB97M-V def2-TZVPD def2/J DEFGRID3
* xyz 1 2
Ir -0.13038 -0.22803 1.01835
C -4.67846 1.24639 -0.85515
Si -2.97507 0.69327 -1.40338
C -3.19577 -1.02952 -2.10914
C -2.45858 1.84538 -2.79821
N -1.81675 0.76588 -0.09540
P -1.53047 2.10303 0.78954
C 0.07275 1.85816 1.21606
P 1.71389 1.86870 0.87187
N 1.87361 0.23718 0.86356
Si 3.05250 -0.71988 1.78421
C 3.34209 -0.17092 3.54168
C 2.39094 -2.46764 1.88457
C 4.68565 -0.57712 0.87110
C 2.71035 2.73912 2.08196
C 4.05133 3.03774 1.84283
C 4.82622 3.58825 2.85077
C 4.26070 3.85099 4.09249
C 2.92419 3.56149 4.33133
C 2.14816 2.99796 3.33046
C 2.23277 2.52856 -0.72738
C 2.52386 3.88213 -0.88994
C 2.76251 4.39380 -2.15673
C 2.71675 3.55656 -3.26440
C 2.43632 2.20514 -3.10703
C 2.19529 1.69246 -1.84130
C -1.87710 3.68144 -0.00297
C -0.98524 4.13033 -0.97664
C -1.21040 5.32960 -1.63032
C -2.33232 6.08626 -1.31695
C -3.22373 5.64752 -0.34742
C -2.99537 4.45016 0.31438
C -2.54724 2.06844 2.28792
C -2.23532 2.93936 3.33143
C -2.95089 2.89381 4.51477
C -3.98089 1.97232 4.66883
C -4.29409 1.10211 3.63707
C -3.57667 1.14983 2.44762
H -5.31590 1.31038 -1.74188
H -4.66822 2.23523 -0.39329
H -5.15247 0.55162 -0.15986
H -3.67176 -0.92058 -3.08754
H -3.85661 -1.64946 -1.50132
H -2.25880 -1.55886 -2.26940
H -2.82191 1.47726 -3.76040
H -1.37436 1.95441 -2.86064
H -2.87617 2.84269 -2.64660
H 2.41831 -0.17549 4.12238
H 3.79513 0.81711 3.62186
H 4.03747 -0.88235 3.99798
H 1.41350 -2.46920 2.37594
H 3.06464 -3.05895 2.50935
H 2.29499 -2.96482 0.92129
H 5.23968 0.29639 1.22172
H 4.54957 -0.47065 -0.20542
H 5.31276 -1.45279 1.05445
H 4.48888 2.84214 0.87034
H 5.86775 3.81696 2.66860
H 4.86686 4.28391 4.87740
H 2.49087 3.76106 5.30218
H 1.11606 2.72270 3.50757
H 2.55634 4.53893 -0.02862
H 2.98852 5.44477 -2.27986
H 2.90921 3.95720 -4.25117
H 2.41076 1.54991 -3.96844
H 1.97022 0.64045 -1.70298
H -0.12053 3.53073 -1.22952
H -0.51373 5.67269 -2.38407
H -2.51056 7.02383 -1.82699
H -4.09388 6.24158 -0.10190
H -3.68433 4.11740 1.08097
H -1.41909 3.64393 3.21707
H -2.70163 3.56710 5.32383
H -4.53251 1.93132 5.59854
H -5.09351 0.38223 3.75732
H -3.80674 0.46245 1.64368
O -0.67075 -0.63407 5.00849
C -0.70673 -0.69070 3.80558
O 0.14094 -0.09121 3.00365
C -1.73752 -1.51598 3.08247
C -2.66564 -2.29680 3.73943
C -3.54766 -3.04919 2.98100
C -3.45894 -3.00282 1.59608
C -2.50159 -2.19743 1.01005
N -1.66736 -1.46482 1.74779
H -2.66973 -2.28816 4.82032
H -4.29308 -3.66906 3.46140
H -4.11785 -3.58551 0.96760
H -2.37935 -2.12440 -0.05712
O 0.18541 -1.75097 -0.58668
P 0.43006 -2.79559 -1.64762
C -0.63087 -4.21696 -1.35659
C -1.65020 -4.59962 -2.22157
C -2.49308 -5.64872 -1.87638
C -2.31322 -6.31738 -0.67492
C -1.29420 -5.93929 0.19303
C -0.45867 -4.88866 -0.14250
C 0.15613 -2.15773 -3.30001
C -0.19225 -0.82441 -3.47367
C -0.32935 -0.31151 -4.75723
C -0.12514 -1.12951 -5.85732
C 0.22595 -2.46386 -5.68507
C 0.37786 -2.97538 -4.40909
C 2.11552 -3.40510 -1.67619
C 3.14602 -2.46633 -1.67434
C 4.45979 -2.88226 -1.79600
C 4.74942 -4.23579 -1.92563
C 3.72712 -5.17201 -1.93568
C 2.40733 -4.75924 -1.81518
H -1.78918 -4.08558 -3.16371
H -3.28372 -5.94704 -2.55145
H -2.96575 -7.14018 -0.41358
H -1.15299 -6.46457 1.12821
H 0.33193 -4.58738 0.53683
H -0.35339 -0.19405 -2.60636
H -0.59841 0.72644 -4.89521
H -0.23381 -0.72743 -6.85599
H 0.39100 -3.09833 -6.54518
H 0.67608 -4.00941 -4.27496
H 2.91219 -1.41315 -1.55990
H 5.26001 -2.15477 -1.78732
H 5.77714 -4.55979 -2.02138
H 3.95457 -6.22458 -2.03626
H 1.61207 -5.49320 -1.82486
*
```

Atom charges from the Löwdin analysis, given in e for atoms 1 to 2:
1. Ir 1.4210
2. C -0.1652

=====

Here is a molecular structure, C33H35IN8O10Ta from OMol25. Energies are from ωB97M-V/def2-TZVPD.

Its max |F| is 2.14 eV Å⁻¹. The molecular weight is 1011.54 g/mol. The value obtained for the energy above the lowest of the compared OMol25 structures with the same formula, charge and spin is 144.28 kJ/mol. As for the HOMO-LUMO gap: 7.3 eV.

Geometry as ORCA input:
```
! RIJCOSX wB97M-V def2-TZVPD def2/J DEFGRID3
* xyz 3 1
Ta -0.80369 -0.06879 0.97970
C -0.06718 1.64539 5.00444
C 1.18859 1.48124 4.20763
N 2.27369 2.11793 4.62206
C 3.43759 1.94597 4.01368
C 3.62532 1.05846 2.95964
C 4.98495 0.86348 2.34946
O 4.84667 0.79429 0.93579
C 2.49945 0.38162 2.47953
C 2.63392 -0.76722 1.58637
N 1.69195 -1.37498 0.96212
C 1.96689 -2.71261 0.57713
C 2.37519 -3.58878 1.59292
C 2.60849 -4.93013 1.35958
C 2.46335 -5.43571 0.07728
C 2.08041 -4.58639 -0.94358
C 1.80876 -3.23937 -0.70791
I -1.46267 -2.67419 1.25058
C 1.25446 0.66244 3.07085
O 0.15533 0.16787 2.47079
H 0.03510 1.06632 5.92511
H -0.94955 1.28789 4.48031
H -0.18999 2.68261 5.31310
H 4.26938 2.51912 4.40901
H 5.43289 -0.05856 2.74358
H 5.62595 1.69554 2.64907
H 5.72610 0.73466 0.54426
H 3.63402 -1.19591 1.55359
H 2.46274 -3.19666 2.59765
H 2.89911 -5.57488 2.17748
H 2.66874 -6.47601 -0.13282
H 2.02304 -4.97250 -1.95396
O 2.66499 1.72958 -1.04593
C 1.58509 1.63043 -0.37086
O 0.85370 0.63230 -0.39413
C 1.18444 2.77686 0.47696
C 1.94854 3.91229 0.70166
C 1.42328 4.88141 1.54478
C 0.18006 4.67369 2.13019
C -0.49633 3.49381 1.84599
N 0.00268 2.57517 1.03525
C -1.79244 3.02801 2.44790
O -2.58151 3.83791 3.08917
O -2.07003 1.85202 2.33057
H 2.87715 0.89011 -1.52364
H 2.91635 4.01740 0.23080
H 1.97253 5.79246 1.74052
H -0.22799 5.41510 2.80482
H -2.31874 4.76565 3.14138
C 0.15950 -2.30406 -5.23439
N 0.94023 -2.24547 -4.00959
C 2.09975 -1.38168 -3.86193
C 2.40709 -1.48056 -2.39098
O 3.23680 -0.90111 -1.74696
N 1.52254 -2.44005 -1.87285
C 0.64262 -2.82103 -2.86291
N -0.37584 -3.62962 -2.64893
H 0.80521 -2.07765 -6.07888
H -0.65451 -1.57693 -5.21402
H -0.25300 -3.30031 -5.38755
H 1.88094 -0.35725 -4.15557
H 2.94222 -1.74175 -4.46021
H -0.51987 -4.04939 -1.74348
H -0.98149 -3.91671 -3.40156
C -4.45558 -2.21806 -1.54384
C -5.13296 -0.96979 -0.97979
C -4.29900 0.31842 -1.21057
C -5.08584 1.56432 -0.71956
C -4.29041 2.85994 -0.87731
C -4.02261 0.48303 -2.69048
O -4.87132 0.52472 -3.52808
N -2.66620 0.59585 -3.05675
C -1.57516 0.34155 -2.28117
O -0.45583 0.24276 -2.74076
N -1.80550 0.16681 -0.91312
C -3.05085 0.20618 -0.40507
O -3.06774 0.08412 0.84524
H -5.00460 -3.10527 -1.23238
H -3.42850 -2.32068 -1.17933
H -4.44035 -2.19720 -2.63519
H -5.29377 -1.07553 0.09307
H -6.10097 -0.82797 -1.45805
H -5.34526 1.40490 0.32723
H -6.00359 1.61960 -1.30343
H -3.35102 2.82037 -0.31438
H -4.87432 3.69955 -0.50590
H -4.05749 3.05985 -1.92449
H -2.49406 0.78978 -4.03596
*
```

Atom charges from the Löwdin analysis, given in e for atoms 1 to 2:
1. Ta 1.7442
2. C 0.0159

=====

Here is C8H14N2O6 in the gas phase from OMol25. Energies are from ωB97M-V/def2-TZVPD.

Its max |F| is 7.58 eV Å⁻¹. The molecular weight is 234.21 g/mol. The value obtained for the energy above the lowest of the compared OMol25 structures with the same formula, charge and spin is 639.80 kJ/mol. As for the SMILES: C[C@@H](O)[C@H](NC(=O)[C@@H](N)CC(=O)O)C(=O)O. As for the HOMO-LUMO gap: 9.7 eV.

Geometry as ORCA input:
```
! RIJCOSX wB97M-V def2-TZVPD def2/J DEFGRID3
* xyz 0 1
C -1.49606 -0.86536 -0.32701
C -0.72173 -0.26195 0.95046
C -3.02152 -1.04746 -0.29846
C -3.60919 0.36750 -0.14534
C 1.50129 0.08293 0.11968
C 2.64801 -0.92101 0.16753
C 1.73943 1.61624 0.10987
C 3.01730 1.95485 -0.88133
H -1.07027 -2.73967 0.47480
H -1.56887 -2.88369 -1.37384
H -1.09948 -0.10535 -1.06510
H -3.19101 -1.53999 0.57063
H -3.55338 -1.60712 -1.06552
H -2.56498 0.44037 1.31381
H 0.98834 0.01422 2.12732
H 1.10038 -0.36961 -0.80405
H 1.98502 2.05111 1.25821
H 0.47057 3.08813 0.01697
H 3.80247 1.28396 -0.77310
H 2.41912 2.28671 -1.89428
H 3.44163 2.88106 -0.50519
H 1.42859 -2.16017 -0.27772
N -0.80767 -2.32370 -0.67586
N 0.62094 -0.27762 1.24263
O -1.40604 -0.03152 1.90521
O -4.24493 0.63594 -1.17332
O -3.39353 1.17648 0.97073
O 3.92695 -0.74293 0.14735
O 0.38680 2.15998 -0.15587
O 2.27184 -2.16234 0.04077
*
```

Atom charges from the Löwdin analysis, given in e for atoms 1 to 2:
1. C -0.2193
2. C -0.3806